Entry 1:
The following is a quantum chemistry calculation of a gas-phase ion, C29H41 (charge +1) in a non-equilibrium geometry, from the Open Molecules 2025 dataset.

frontier orbital gap: 5.0 eV
HOMO: -0.3926 hartree
LUMO level: -5.656 eV
total charge: +1
F_max: 3.0 eV Å⁻¹

Atoms and positions in Å:
1 H -2.505 0.062 -3.281
2 H -3.216 -1.541 2.601
3 C -3.390 1.190 1.432
4 H 1.686 -4.083 0.802
5 H -0.969 0.717 2.205
6 C -1.174 -0.069 1.433
7 C 4.783 -1.003 1.156
8 H 2.414 -1.055 -2.994
9 C -4.963 -1.353 1.367
10 C -4.953 1.206 1.322
11 C 2.648 -1.606 0.172
12 H -2.179 5.482 -2.220
13 H -2.961 -2.184 0.983
14 H -0.725 5.399 -3.193
15 C 1.041 -3.557 0.083
16 C -1.635 2.310 -2.590
17 C 2.863 -1.360 2.700
18 H 5.093 -1.341 -2.192
19 H -2.957 1.971 0.783
20 C -1.335 1.145 -1.862
21 H 1.626 -2.484 -2.278
22 H 1.384 3.633 0.815
23 H -3.163 1.517 2.474
24 C -0.577 1.263 -0.682
25 C 0.958 2.620 0.791
26 H -0.891 -0.997 1.940
27 C 2.581 -1.966 -2.394
28 H 7.402 -1.623 -0.654
29 C 3.436 -1.314 1.307
30 C -0.040 2.515 -0.334
31 H -2.407 -0.767 -1.714
32 H 2.486 -2.358 2.971
33 H 2.055 -0.627 2.841
34 H -2.177 2.197 -3.530
35 H 1.355 -3.836 -0.929
36 C -3.408 -1.331 1.527
37 H 0.010 -3.895 0.251
38 H 3.235 -2.614 -3.001
39 H 5.372 -0.761 2.041
40 H -0.744 -1.791 -0.612
41 H -5.530 -0.039 2.980
42 C 0.161 -1.201 -0.427
43 C 5.409 -1.023 -0.091
44 C -0.407 3.654 -1.044
45 C 3.273 -1.626 -1.097
46 C -2.694 -0.078 1.254
47 C -1.605 4.828 -2.884
48 H -5.272 1.369 0.281
49 C -1.220 3.574 -2.168
50 C -0.234 0.108 0.289
51 H -2.204 4.618 -3.768
52 H 0.943 -1.932 1.425
53 H -5.255 -1.535 0.322
54 C 4.627 -1.323 -1.207
55 H 0.576 -0.894 -1.402
56 H 0.006 4.611 -0.723
57 C -1.836 -0.157 -2.433
58 H 1.797 1.914 0.637
59 H -5.339 -2.195 1.969
60 H 0.512 2.413 1.779
61 H -6.667 -0.061 1.646
62 H 7.068 0.092 -0.903
63 H -1.015 -0.773 -2.838
64 H 0.723 0.379 0.779
65 H -5.302 2.067 1.914
66 H 7.317 -0.528 0.741
67 C 1.185 -2.048 0.361
68 C -5.599 -0.058 1.883
69 H 3.649 -1.112 3.421
70 C 6.874 -0.756 -0.233

Forces on the atoms, in the same order (eV/Å):
H 0.2 -0.1 0.4
H 0.4 0.3 -0.3
C -1.5 0.7 -0.9
H -0.2 0.0 -0.3
H -0.4 -0.2 -0.8
C -1.5 -0.1 1.5
C 0.2 -0.1 -0.2
H 0.0 -0.3 0.2
C 0.3 0.2 0.1
C 0.3 0.0 0.0
C 0.0 -0.2 -0.1
H 0.0 -0.1 -0.1
H 0.2 0.3 0.3
H 0.0 -0.1 0.0
C 0.2 0.0 0.3
C 0.2 -0.1 0.2
C 0.1 0.1 0.4
H -0.1 0.0 0.2
H 0.3 -0.1 0.3
C 0.0 0.4 0.1
H 0.2 0.2 -0.1
H -0.2 -0.3 0.1
H 0.4 -0.4 -0.4
C 0.2 -0.2 0.5
C 0.3 0.3 0.1
H -0.2 -0.2 -0.2
C -0.1 -0.1 -0.5
H -0.2 0.2 0.1
C -0.3 0.0 -0.4
C -0.2 0.0 0.0
H 0.2 0.1 -0.2
H 0.0 0.3 -0.1
H 0.1 -0.2 0.0
H 0.0 0.1 0.3
H -0.1 0.0 0.4
C -1.2 -0.7 -1.1
H 0.2 0.1 -0.1
H -0.2 0.2 0.2
H -0.1 -0.1 -0.2
H 0.2 -0.1 -0.2
H 0.0 0.0 -0.2
C -0.2 0.1 -0.2
C -0.5 0.0 -0.1
C 0.4 -0.3 0.2
C -0.1 0.1 0.3
C 1.3 0.0 2.7
C 0.0 0.3 -0.2
H 0.3 0.0 0.3
C 0.0 -0.3 0.0
C 1.9 0.4 -2.0
H 0.0 0.0 0.0
H 0.0 0.0 -0.2
H 0.3 0.0 0.3
C 0.1 0.0 0.4
H -0.2 -0.3 0.4
H -0.2 -0.1 -0.1
C -0.2 -0.2 -0.4
H -0.3 0.4 0.1
H 0.1 0.2 -0.4
H 0.2 0.1 -0.3
H 0.2 0.0 0.1
H -0.1 -0.1 0.1
H -0.4 0.2 0.3
H -0.6 0.0 -0.2
H 0.1 -0.2 -0.4
H 0.0 0.0 -0.2
C 0.1 0.0 -0.2
C 0.0 -0.1 0.3
H -0.2 0.0 -0.1
C 0.4 0.1 0.0

=====

Entry 2:
The following is a quantum chemistry calculation of a molecular structure, C29H41BFN6ORhS5, from the Open Molecules 2025 dataset.

frontier orbital gap (spin up / spin down): 5.3 / 5.3 eV
HOMO (spin up / spin down): -0.2291 / -0.2291 hartree
LUMO level (spin up / spin down): -0.963 / -0.962 eV
F_max: 0.5 eV Å⁻¹

Atoms and positions in Å:
1 H 5.398 -0.734 4.715
2 H 4.376 -0.469 -5.137
3 H -0.890 5.321 0.502
4 C -3.392 -0.393 -0.076
5 H 0.604 -5.917 -2.095
6 N -4.318 -0.004 0.843
7 H -6.134 -1.509 -0.771
8 H 1.669 -0.683 4.780
9 C -0.370 2.750 0.488
10 C 1.520 -0.360 -5.093
11 C -6.329 1.330 1.164
12 F -1.703 -6.687 -1.235
13 C -0.028 5.013 1.099
14 C 3.602 -2.037 3.274
15 B 0.428 1.473 0.011
16 C 0.650 -3.946 -1.210
17 H -4.215 0.868 2.825
18 S 1.875 -1.013 -1.829
19 H 4.589 1.622 2.195
20 H 4.177 -2.585 4.019
21 H -1.819 -2.651 0.711
22 C -0.024 -3.030 -0.413
23 H 3.114 -0.916 5.768
24 H 1.883 -0.850 -5.998
25 C 1.111 2.818 -2.086
26 H 4.580 0.485 -3.664
27 N 2.967 0.247 2.567
28 C 1.693 2.598 -3.275
29 C -6.408 -0.495 -0.498
30 C 2.599 0.572 -4.545
31 H 3.415 1.138 -6.432
32 H -2.835 -4.852 0.195
33 C 3.895 -0.170 -4.206
34 H -5.836 -2.066 1.684
35 H 1.620 -3.714 -1.634
36 N -2.158 -0.069 0.511
37 C 4.964 -0.084 3.957
38 H -6.104 0.168 -1.303
39 H 5.591 -0.146 3.067
40 C 2.931 1.634 -5.593
41 Rh 0.802 -1.327 0.170
42 H 0.660 3.697 -1.667
43 O 0.566 3.851 0.556
44 N 1.593 1.040 1.046
45 C -3.673 0.517 1.967
46 H -5.877 -0.783 2.905
47 C -1.153 -5.483 -0.963
48 S -0.825 0.047 -0.506
49 C -6.231 -1.076 1.915
50 C 1.693 0.681 -2.163
51 H 2.875 2.592 0.306
52 S -1.789 2.943 -0.620
53 H 3.724 -1.065 -3.617
54 H 4.986 0.935 4.347
55 H 2.616 -2.486 3.199
56 C -5.811 -0.074 0.839
57 H -0.725 2.597 1.518
58 H 2.036 2.126 -5.977
59 H -7.320 -1.138 1.949
60 C 0.090 -5.189 -1.482
61 H -0.364 4.831 2.128
62 S 0.487 -1.005 2.503
63 C 2.762 1.772 0.991
64 N 2.062 1.259 -3.327
65 H -7.493 -0.439 -0.387
66 N 1.131 1.628 -1.377
67 H 3.618 2.386 -5.202
68 C -1.278 -3.358 0.096
69 H -5.966 2.045 0.426
70 H -6.023 1.674 2.152
71 H 0.621 0.208 -5.339
72 H 1.874 3.282 -4.080
73 C 3.541 -0.564 3.688
74 H 2.680 0.709 5.211
75 H 1.259 -1.127 -4.367
76 C -1.855 -4.589 -0.180
77 C 3.601 1.297 1.933
78 H 0.727 5.798 1.102
79 H -1.548 0.820 2.389
80 C -2.357 0.501 1.766
81 S -3.510 -1.147 -1.551
82 H -7.419 1.322 1.140
83 C 1.728 0.119 2.032
84 H 4.108 -2.135 2.311
85 C 2.692 -0.348 4.939

Forces on the atoms, in the same order (eV/Å):
H 0.0 0.0 0.0
H 0.0 0.0 0.0
H 0.0 0.0 0.0
C 0.1 0.0 0.0
H 0.0 0.0 0.0
N 0.0 0.0 0.1
H 0.0 0.0 0.0
H 0.0 0.0 0.1
C 0.1 0.0 0.1
C 0.0 0.0 0.0
C 0.0 0.0 0.0
F 0.0 0.0 0.0
C 0.0 0.0 0.0
C 0.0 0.1 0.0
B 0.0 -0.1 0.0
C 0.0 0.0 -0.1
H 0.0 0.0 0.0
S 0.0 0.0 -0.1
H 0.0 0.0 0.0
H 0.0 0.0 0.0
H 0.0 0.0 0.0
C -0.1 0.3 0.4
H 0.0 0.0 0.0
H 0.0 0.0 0.0
C 0.0 0.0 0.0
H 0.0 0.0 0.0
N -0.1 0.1 0.1
C 0.1 0.0 0.0
C 0.0 0.0 0.0
C 0.1 0.1 0.0
H 0.0 0.0 0.0
H 0.0 0.0 0.0
C 0.0 0.0 0.0
H 0.0 0.0 0.0
H 0.0 0.0 0.0
N -0.1 0.0 0.1
C 0.0 0.0 0.0
H 0.0 0.0 0.0
H 0.0 0.0 0.0
C -0.1 0.0 0.0
Rh 0.0 0.0 -0.2
H 0.0 0.0 0.0
O -0.1 0.0 0.0
N 0.1 -0.1 -0.3
C 0.0 0.0 0.0
H 0.0 0.0 0.0
C 0.0 0.0 0.0
S 0.2 0.1 0.1
C 0.0 0.0 0.0
C 0.0 0.0 0.0
H 0.0 0.0 0.0
S 0.0 0.0 0.0
H 0.0 0.0 0.0
H 0.0 0.0 -0.1
H 0.0 0.0 0.0
C 0.0 0.0 0.0
H 0.0 0.0 0.0
H 0.0 0.0 0.0
H 0.0 0.0 0.0
C 0.0 0.0 0.0
H 0.0 0.0 0.0
S 0.0 -0.2 -0.2
C 0.1 0.0 0.1
N -0.1 -0.1 0.0
H 0.0 0.0 0.0
N 0.0 0.0 0.0
H 0.0 0.0 0.0
C 0.0 -0.2 -0.1
H 0.0 0.0 0.0
H 0.0 0.0 0.0
H 0.0 0.0 0.0
H 0.0 0.0 0.0
C 0.1 0.0 0.0
H 0.0 0.0 0.0
H 0.0 0.0 -0.1
C 0.0 0.0 0.0
C 0.0 0.0 -0.1
H 0.0 0.0 0.0
H 0.0 0.0 0.0
C 0.0 0.0 -0.1
S -0.1 0.0 0.0
H 0.0 0.0 0.0
C -0.2 0.1 0.4
H 0.0 0.0 0.0
C 0.0 0.0 0.0

=====

Entry 3:
The following is a quantum chemistry calculation of a molecular structure, C29H41CdN5OS2Si2 in a non-equilibrium geometry, from the Open Molecules 2025 dataset.

frontier orbital gap: 4.8 eV
HOMO: -0.0144 hartree
LUMO level: 4.415 eV
total charge: -2
F_max: 1.9 eV Å⁻¹

Atoms and positions in Å:
1 C 0.568 -16.537 -10.786
2 C 5.735 -12.192 -10.100
3 H 5.831 -10.015 -10.223
4 C 0.501 -17.881 -10.494
5 H 9.190 -19.703 -4.944
6 C 8.023 -14.553 -11.703
7 H -0.213 -16.091 -11.412
8 C 4.791 -10.732 -8.470
9 H 5.731 -14.938 -13.579
10 C 6.407 -17.493 -4.991
11 H 1.419 -12.355 -7.122
12 H 3.812 -11.685 -6.821
13 C 6.256 -17.554 -3.486
14 N 7.394 -18.245 -5.478
15 H 10.928 -19.256 -7.783
16 H 4.705 -13.854 -12.588
17 H 6.885 -17.383 -12.129
18 H 5.799 -17.640 0.350
19 C 8.063 -18.058 -6.619
20 H 7.993 -13.684 -12.326
21 N 5.757 -14.625 -9.732
22 H 6.319 -12.375 -11.013
23 N 2.657 -16.333 -9.656
24 H 5.360 -17.400 -11.303
25 C 2.458 -15.963 -5.793
26 C 1.385 -13.414 -6.915
27 H 1.632 -19.458 -9.564
28 H 8.115 -18.498 -3.159
29 C 4.369 -11.826 -7.742
30 O 5.645 -16.784 -5.637
31 C 9.361 -19.684 -9.249
32 C 5.470 -10.895 -9.671
33 C 1.570 -18.438 -9.810
34 H -0.305 -18.522 -10.822
35 C 5.191 -14.831 -12.621
36 H 9.556 -20.734 -9.080
37 N 9.080 -18.965 -6.877
38 C 4.949 -17.056 -1.518
39 H 8.751 -22.081 -5.532
40 N 4.232 -14.249 -7.412
41 H 8.562 -15.358 -12.207
42 H 1.039 -13.895 -7.873
43 C 9.357 -20.047 -5.931
44 H 0.633 -13.570 -6.143
45 H 4.368 -16.530 -3.560
46 C 6.390 -17.042 -11.232
47 H 4.041 -16.580 -1.121
48 H 6.828 -17.562 -10.369
49 H 8.619 -14.300 -10.815
50 H 8.470 -21.643 -7.213
51 H 4.269 -13.834 -4.123
52 C 5.906 -17.631 -0.711
53 H 1.967 -16.461 -6.622
54 H 9.865 -19.362 -10.184
55 C 5.104 -17.021 -2.905
56 H 3.703 -12.313 -4.919
57 H 7.385 -21.017 -5.915
58 H 1.679 -15.821 -5.015
59 S 7.839 -16.701 -7.674
60 H 4.339 -15.596 -12.573
61 Cd 5.178 -16.078 -8.108
62 H 4.566 -9.717 -8.106
63 H 2.525 -13.287 -4.032
64 C 4.629 -13.168 -8.149
65 H 10.415 -20.379 -6.008
66 Si 6.310 -15.212 -11.182
67 Si 2.975 -14.241 -6.287
68 C 3.420 -13.333 -4.668
69 H 10.026 -17.839 -8.339
70 H 7.858 -18.625 -0.631
71 C 7.066 -18.208 -1.287
72 H 3.309 -16.615 -5.511
73 C 7.218 -18.148 -2.645
74 C 2.660 -17.642 -9.340
75 C 5.392 -13.357 -9.369
76 H 1.712 -14.731 -10.485
77 H 8.322 -19.491 -9.404
78 C 9.908 -18.874 -8.074
79 C 8.436 -21.261 -6.163
80 C 1.654 -15.822 -10.314
81 S 3.994 -18.310 -8.459

Forces on the atoms, in the same order (eV/Å):
C -1.0 0.4 -0.6
C 0.5 -0.9 -0.2
H -0.2 -0.5 0.1
C 1.1 -0.7 0.3
H -0.2 0.5 1.0
C 0.3 -0.7 0.9
H 0.3 0.1 0.4
C -0.1 1.1 -0.3
H -0.3 0.0 0.2
C 0.2 0.4 -0.7
H 0.3 0.4 0.0
H 0.1 0.1 -0.1
C -0.5 -0.2 0.7
N 1.5 -1.3 0.0
H -0.8 0.3 -0.3
H 0.2 0.1 0.0
H 0.4 -0.1 -0.5
H -0.2 0.0 0.7
C -0.4 0.7 0.2
H -0.1 0.6 -0.5
N -0.3 -0.1 0.7
H -0.2 0.3 0.3
N 0.9 -0.5 1.0
H -0.1 -0.1 0.1
C -0.1 -0.1 0.2
C -0.3 -0.7 -0.8
H -0.2 -1.3 0.2
H -0.2 -0.1 0.3
C 0.0 -1.3 -0.2
O -0.6 0.2 0.4
C 1.2 0.6 -0.4
C 0.0 0.3 0.2
C 0.5 1.0 0.5
H -0.2 0.0 -0.1
C -1.4 -0.9 -0.6
H -0.2 -0.4 -0.1
N -0.1 0.2 0.4
C -0.7 0.5 -0.4
H 0.1 -0.3 0.3
N -0.1 -0.1 0.2
H 0.1 0.0 -0.3
H 0.3 0.2 0.9
C -0.3 -0.8 -1.4
H -0.3 -0.1 0.0
H 0.4 -0.3 0.4
C -0.3 -1.0 0.6
H 0.5 -0.3 0.1
H 0.1 0.3 -0.1
H -0.2 0.0 -0.1
H 0.0 0.5 0.7
H -0.8 0.5 -0.5
C 0.9 -0.5 -0.6
H -0.1 -0.1 -0.3
H -0.1 -0.3 0.4
C 0.3 0.2 -0.4
H 0.1 0.1 0.2
H 0.6 0.0 -0.2
H 0.5 -0.4 0.0
S 0.4 -0.5 -0.1
H 1.1 0.9 -0.3
Cd 0.0 -0.1 -0.1
H 0.1 -0.5 -0.1
H 0.2 0.0 0.1
C 0.1 1.0 0.0
H -0.5 0.4 -0.2
Si 0.6 0.9 -0.3
Si 0.4 0.3 0.0
C 0.2 -0.5 0.2
H -0.1 0.4 -0.1
H -0.6 0.2 -0.5
C -0.4 0.5 1.2
H -0.6 0.4 0.2
C 0.4 0.2 -1.5
C -0.9 0.1 -1.1
C -0.2 0.6 0.2
H 0.0 -0.5 0.0
H -0.8 0.0 0.1
C 0.6 -0.7 0.6
C -0.3 0.0 -0.6
C -0.6 1.2 -0.7
S 0.0 -0.1 0.0